No. 1
20
Properties=species:S:1:pos:R:3:forces:R:3 method="wB97M-V/def2-TZVPD" total_charge=+1 s2=0.76 multiplicity=2 lumo_energy_ev="-5.13 / -8.88" e_above_lowest_ev=2.783
C 0.50214 -2.09337 1.33805 0.55 -0.30 -0.12
H 0.89272 -2.97496 0.83577 -0.17 -0.12 -0.03
C 2.50960 0.54853 -0.25974 -0.82 0.63 -1.77
C -1.32037 1.18629 -1.90239 0.05 -0.35 -0.39
H -0.41782 0.56827 -1.81549 -0.03 0.06 0.21
H 2.48036 0.98596 -1.25931 0.21 0.12 -0.01
C 1.60208 -1.01854 1.32731 -1.38 -1.08 -0.27
H -1.04733 2.12073 -2.39090 -0.03 0.10 0.13
H 0.27865 -2.36124 2.36761 -0.06 0.03 -0.02
H 1.43781 -0.33906 2.16501 -0.11 0.56 -0.48
N 1.63660 -0.27436 0.03912 1.62 0.15 2.54
H 2.58701 -1.47642 1.40811 0.02 -0.05 -0.13
O -2.30090 0.14482 0.01336 0.01 0.07 0.02
H -1.41151 1.98856 0.11080 0.10 0.08 -0.19
C -2.02467 1.40612 -0.59019 0.52 0.39 0.28
H -2.58799 0.31413 0.91774 -0.17 -0.10 -0.13
H -0.39779 -1.76877 0.82322 -0.08 0.22 0.13
H -1.97887 0.65100 -2.58689 -0.03 -0.02 0.00
H 3.24902 0.88521 0.46927 0.09 -0.13 0.08
H -2.91162 2.01455 -0.78191 -0.29 -0.27 0.13

---

No. 2
20
Properties=species:S:1:pos:R:3:forces:R:3 method="wB97M-V/def2-TZVPD" total_charge=+1 s2=0.75 multiplicity=2 lumo_energy_ev="-2.65 / -6.87" e_above_lowest_ev=0.759
H 2.83240 -0.88431 -0.13713 0.11 -0.02 -0.01
C -0.50855 -0.37541 -0.10930 -0.91 0.32 -0.51
C -1.53706 1.89855 -0.33463 -0.21 -0.66 -0.11
H -1.58863 2.71421 1.47157 0.34 -0.69 -0.44
H 1.89721 0.63862 -0.44708 0.31 -0.21 -0.02
H -1.30733 -1.08824 -0.34235 0.28 -0.14 0.03
C 0.73991 -2.37662 0.47846 0.14 -0.61 -0.58
H 1.96248 -0.01209 1.16592 0.17 -0.07 0.36
C -0.64920 0.85881 -1.01186 0.10 -0.03 -0.13
H -0.72398 -0.05228 0.93162 0.38 -0.08 -0.09
H -1.13557 0.55917 -1.93454 0.01 -0.05 -0.21
H 1.71563 -2.63996 0.86938 0.03 0.10 0.16
O -1.15621 1.95793 1.02179 -0.14 0.93 0.69
C 1.96177 -0.29220 0.11443 -0.44 0.51 -0.68
H -2.57235 1.56113 -0.43070 -0.14 0.14 0.08
H -1.43649 2.84581 -0.84214 0.05 0.37 -0.12
N 0.75039 -1.05504 -0.09504 0.14 0.18 1.23
H -0.04199 -2.43693 1.22462 -0.10 0.02 0.31
H 0.49235 -3.11564 -0.28460 -0.10 0.01 -0.21
H 0.30520 1.29449 -1.30843 0.00 -0.02 0.24

---

No. 3
21
Properties=species:S:1:pos:R:3:forces:R:3 method="wB97M-V/def2-TZVPD" total_charge=-1 s2=0.75 multiplicity=2 lumo_energy_ev="3.77 / 3.71" e_above_lowest_ev=1.570
H -0.31276 -0.64407 -0.88648 0.65 -1.22 0.14
H 1.80703 0.64100 -1.00113 0.22 -0.09 -0.23
H 2.82647 1.22599 0.32103 -0.01 0.05 -0.03
C 1.68397 -0.56407 0.78930 -0.52 0.90 0.02
C 1.13351 -1.83928 0.14362 0.36 0.07 0.30
H 2.29944 -0.77538 1.66968 0.10 -0.32 -0.14
N -1.01589 0.53647 -0.83901 0.66 -0.01 -0.35
H 2.03710 -2.36909 -0.22014 -0.28 -0.25 -0.03
O 0.23019 -1.65243 -0.88577 -0.26 0.82 -0.41
H -1.20087 0.90396 -1.75918 -0.37 0.10 -0.15
H -3.59448 1.44460 1.31041 0.16 -0.36 -0.19
H 3.32968 -0.22418 -0.54604 -0.04 0.12 -0.36
H 0.85168 0.03227 1.19018 -0.04 -0.14 -0.02
C 2.46082 0.33242 -0.18832 -0.08 -0.41 0.64
C -2.24531 0.32222 -0.07052 -0.85 1.21 0.06
H 0.66968 -2.45141 0.93589 0.21 -0.08 0.08
C -2.84453 1.58145 0.50007 0.34 -0.06 1.53
H -0.37701 1.21373 -0.42666 -0.47 0.17 0.46
O -2.71055 2.74201 0.00444 0.07 0.42 -1.02
H -2.98250 -0.09024 -0.78852 0.30 -0.54 -0.15
H -2.04566 -0.36597 0.74716 -0.15 -0.37 -0.16

---

No. 4
21
Properties=species:S:1:pos:R:3:forces:R:3 method="wB97M-V/def2-TZVPD" total_charge=-1 s2=0.75 multiplicity=2 lumo_energy_ev="3.67 / 3.54" e_above_lowest_ev=0.594
H -1.05694 1.96409 2.26383 0.59 0.20 0.40
H 1.38957 2.15401 2.81434 0.09 0.20 -0.22
H 2.31430 -0.39632 -4.38805 0.22 0.99 -0.03
C -0.26565 -0.53608 0.02249 -0.38 0.89 0.50
H 1.85396 1.09240 1.54259 -0.03 0.09 -0.68
H 1.47894 -0.18788 -2.98696 0.46 0.50 -0.61
H -0.34422 0.42164 2.70427 0.07 -0.02 -0.10
N -1.08387 -2.32773 -1.35961 0.55 0.70 0.56
H -1.98652 0.71394 0.66264 0.17 -0.53 0.36
C 1.09399 1.82012 1.80709 -0.94 -0.16 1.82
C -1.13543 -1.77942 -0.09660 -0.25 0.47 -1.07
H -1.42347 -3.25774 -1.50706 -0.13 -0.14 -0.04
H 0.09985 -0.23760 -0.96462 0.51 -0.38 0.12
H -0.42990 -1.90836 -2.01844 -0.20 -0.39 0.04
O -1.85094 -2.21958 0.78072 0.05 -0.19 0.39
H 0.54353 -0.77454 0.71790 0.32 -0.31 -0.50
H -0.77041 1.59643 -0.06337 0.42 -0.21 -0.23
C -0.30883 1.21878 1.95403 -0.67 -0.28 -0.30
O 1.79212 -0.79553 -3.69378 -0.73 -1.53 0.63
H 0.97829 2.68951 1.18441 0.65 0.18 -0.59
C -0.88836 0.74986 0.62419 -0.76 -0.09 -0.46

---

No. 5
21
Properties=species:S:1:pos:R:3:forces:R:3 method="wB97M-V/def2-TZVPD" total_charge=0 multiplicity=1 lumo_energy_ev=-3.50 e_above_lowest_ev=8.438
H -1.23116 0.63487 -1.60003 -0.37 0.30 -0.02
H 0.60859 1.78489 1.27547 0.32 -0.06 -0.45
N 2.17348 0.43838 1.24506 -0.76 -0.36 0.67
H 1.02496 1.09625 2.84762 -0.20 -0.93 0.12
H -0.64389 -1.27126 -2.70638 -0.16 -0.40 -0.69
H -2.81281 1.26559 0.54410 -0.07 -0.12 0.04
H 0.04045 0.26853 1.56273 -2.60 -1.13 0.33
H 0.69005 -1.53847 -1.69867 0.12 -0.09 0.29
C -1.47946 0.08232 -0.70114 0.61 -0.96 -0.32
H 1.97991 0.90672 -1.76775 -0.08 -0.28 0.22
H -1.17444 1.76799 0.45964 -0.28 0.17 0.00
H 2.15449 0.48969 0.15918 -0.07 -0.67 -1.88
C -1.78975 0.83941 0.52672 -0.08 0.40 -0.24
C -0.36245 -1.82458 -1.82330 -0.49 0.47 0.55
H -0.49323 -2.89445 -1.85823 0.00 -0.30 -0.45
C 1.03356 0.89862 1.77233 0.82 2.02 0.90
H 2.54339 -0.40525 1.68403 0.26 0.44 0.05
O 1.69637 0.17650 -1.19363 0.46 0.59 0.49
C -1.13824 -1.22570 -0.70784 0.47 1.07 0.95
H -1.23712 -1.71855 0.26298 -0.05 -0.31 -0.37
O -1.58273 0.22850 1.71709 2.18 0.14 -0.19

---

No. 6
21
Properties=species:S:1:pos:R:3:forces:R:3 method="wB97M-V/def2-TZVPD" total_charge=0 smiles="C=NC(=C)CC.O.O" multiplicity=1 lumo_energy_ev=0.31 e_above_lowest_ev=4.200
C -0.58968 -0.06800 -0.27244 -0.68 -2.20 0.50
N -0.27029 0.00770 -1.66674 0.35 1.09 1.14
H 0.53178 0.91862 -3.17340 0.17 0.58 -0.58
H 0.40827 -2.26340 1.25112 -1.06 0.27 -0.41
H -0.20126 0.31311 1.72118 -1.13 -1.13 2.24
H 0.69495 1.28906 0.77248 0.99 1.50 -1.00
O -2.21203 2.94861 1.00283 -0.06 0.04 0.16
H 4.98858 -0.53221 0.31683 6.08 1.07 -0.13
C -0.58919 -2.49057 0.76430 3.06 -2.05 0.50
H -0.30130 -3.27811 0.00777 -0.48 0.96 0.50
H -2.67078 2.55971 1.75477 -0.07 0.09 -0.04
H -2.11935 -1.03220 1.04734 1.07 -0.20 -1.29
C -0.10545 0.61638 0.74761 1.12 0.63 -1.33
O 4.16297 -0.79640 0.40241 -6.77 -0.25 -0.39
H -2.01167 -1.83826 -0.69913 1.42 1.66 2.52
C 0.19427 1.09830 -2.17033 -0.87 -4.75 -1.13
H 3.96485 -1.59646 0.85244 0.68 -0.82 0.52
H -1.14567 -3.00560 1.53354 -0.28 -0.26 0.15
H 0.29290 2.01456 -1.75425 0.14 2.86 1.71
H -1.47269 2.34560 0.86165 0.02 -0.08 -0.14
C -1.35563 -1.35044 0.25301 -3.72 0.98 -3.50

---

No. 7
21
Properties=species:S:1:pos:R:3:forces:R:3 method="wB97M-V/def2-TZVPD" total_charge=0 smiles="NC(=O)O.CCCC" multiplicity=1 lumo_energy_ev=0.35 e_above_lowest_ev=0.289
C 0.32881 -2.01747 -0.62272 0.09 0.18 -0.15
H 2.54283 -0.75115 0.23431 0.03 0.06 -0.07
C 1.84552 -0.02005 -0.19214 -0.04 -0.03 -0.02
H -0.30451 -1.81099 0.23644 -0.08 -0.02 0.12
C 0.93216 -0.73564 -1.19054 0.21 -0.13 0.20
H 2.43796 0.72379 -0.72935 0.08 -0.03 0.03
H 0.43883 -0.01264 1.45155 -0.20 0.05 0.06
C -1.72253 1.57193 0.15220 0.19 0.02 -0.62
H 1.78246 1.09636 1.65891 -0.01 0.10 0.04
H -2.26335 -0.16049 -0.75513 0.03 0.05 0.08
N -2.25060 0.31963 0.12858 -0.26 -0.27 0.08
H 0.49216 1.52796 0.47535 0.79 -0.90 0.74
H -2.76438 -0.07793 0.89694 0.03 0.07 -0.16
H -2.11929 1.63953 2.05055 0.02 0.00 -0.13
H 1.11808 -2.69879 -0.30730 0.02 -0.09 0.04
H 1.51728 -0.99051 -2.07754 -0.06 0.04 -0.06
C 1.08683 0.68759 0.92733 -0.13 0.66 -0.62
H -0.27201 -2.52398 -1.37553 -0.10 -0.11 -0.03
O -1.78377 2.20191 1.34221 -0.04 0.28 0.17
H 0.14192 -0.05263 -1.50137 -0.02 0.09 -0.12
O -1.18441 2.08356 -0.80275 -0.55 0.00 0.42

---

No. 8
21
Properties=species:S:1:pos:R:3:forces:R:3 method="wB97M-V/def2-TZVPD" total_charge=0 smiles="C=C/C(N)=C/C.O.O" multiplicity=1 lumo_energy_ev=0.69 e_above_lowest_ev=1.834
H -2.35474 -1.14341 1.69421 -0.21 -0.04 0.13
H 1.27385 1.84868 1.96598 0.07 -0.06 0.08
C 0.88009 -0.06856 1.05995 0.71 -0.83 -1.17
O -2.03113 -0.96306 0.80885 1.68 0.25 0.27
H 1.39250 -0.89663 1.61881 -0.57 0.86 -0.62
C 0.44351 1.14715 1.84067 0.34 -0.13 -0.54
H -0.32527 1.70265 1.30272 -0.22 -0.05 0.24
H -2.46093 0.65114 0.14733 0.12 1.83 -0.46
H 0.02491 0.45159 -2.03483 0.25 0.16 0.32
N 0.39970 0.82857 -1.16354 0.60 -1.21 -0.72
H -0.29573 1.39758 -0.74879 -0.71 0.76 0.51
H 0.10189 0.86432 2.83391 -0.18 0.09 0.01
H 2.23160 -2.43830 -2.64593 -0.38 0.79 0.38
H 1.63562 -2.25770 -0.28812 -0.21 0.87 -0.42
H -3.25896 1.80741 -0.69770 2.82 -0.58 1.85
O -2.39337 1.63955 -0.12953 -2.92 -1.23 -1.36
H 1.64578 -0.70086 -2.98241 0.07 0.02 0.15
C 1.79339 -1.49501 -2.25817 -0.29 -0.67 1.13
C 0.88816 -0.17254 -0.32714 -0.34 0.14 1.97
H -1.03012 -0.81747 0.95367 -1.54 -0.28 -0.49
C 1.43921 -1.38513 -0.94992 0.88 -0.68 -1.24